(1)
ORCA calculation (the ωB97M-V functional and the def2-TZVPD basis) on a cluster of 8 separate species, C38H73BFN3O13P2S3 in total in a non-equilibrium geometry.

```
134
C38H73BFN3O13P2S3, DFT the ωB97M-V functional and the def2-TZVPD basis
C -1.37 -2.62 4.20
C -0.99 -1.61 2.97
P -1.42 0.21 3.37
C -0.43 0.52 4.99
C -0.87 1.37 1.99
C -0.70 2.90 2.37
C -1.02 3.50 3.83
N 0.21 3.81 4.63
C -0.22 3.98 1.33
C 0.07 3.55 -0.13
B 0.57 4.61 -1.28
O 2.01 4.83 -1.35
O -0.30 5.27 -2.21
C -0.15 2.07 -0.49
C -0.59 0.94 0.49
N -0.80 -0.47 0.06
C -2.15 -0.43 -0.67
C -3.25 -1.39 0.00
C -4.50 -1.74 -0.95
C -5.50 -0.48 -0.89
N -5.55 0.21 -2.22
C -5.47 1.65 -2.10
C -5.53 2.08 -3.61
C -5.61 0.85 -4.56
C -5.64 -0.34 -3.55
C 0.16 -0.94 -0.95
C 0.75 -0.11 -2.14
C 1.76 -0.65 -3.19
C 2.18 -2.13 -3.08
P 3.43 -2.76 -4.41
O 2.69 -2.54 -5.94
O 4.90 -1.86 -4.28
C 1.61 -3.08 -1.93
S 2.17 -4.84 -1.99
O 1.60 -5.45 -3.26
O 1.74 -5.71 -0.85
F 3.86 -5.03 -2.12
C 0.63 -2.45 -0.91
S -0.10 -3.48 0.43
S 0.20 1.63 -2.28
H -2.40 -3.05 3.93
H -1.47 -2.07 5.19
H -0.64 -3.49 4.21
H -1.60 -1.94 2.08
H 0.15 -1.74 2.80
H -1.21 0.99 5.71
H -0.05 -0.44 5.46
H 0.38 1.31 4.81
H -1.78 2.84 4.38
H -1.54 4.51 3.64
H 0.64 4.67 4.26
H -0.08 4.04 5.60
H -0.08 5.09 1.61
H 2.22 5.79 -1.33
H -0.12 4.81 -3.07
H -2.02 -0.69 -1.79
H -2.57 0.64 -0.64
H -3.58 -0.98 1.03
H -2.72 -2.39 0.23
H -5.02 -2.70 -0.60
H -4.06 -1.93 -2.00
H -6.55 -0.88 -0.63
H -5.23 0.25 -0.05
H -5.38 2.29 -1.17
H -5.48 3.16 -3.96
H -5.64 0.77 -5.69
H -5.69 -1.47 -3.74
H 2.17 0.03 -4.02
H 2.30 -1.62 -5.94
H 4.97 -1.18 -4.99
H 0.85 -4.32 0.99
C 0.18 9.60 2.36
C 0.41 8.16 2.78
O -0.16 7.27 1.82
H -0.89 9.80 2.27
H 0.61 10.29 3.09
H 0.63 9.79 1.39
H -0.06 7.96 3.75
H 1.48 7.94 2.87
H 0.27 7.45 0.97
C -0.56 0.22 -6.54
C -1.91 0.78 -6.15
O -2.37 0.18 -4.94
H -0.61 -0.87 -6.67
H -0.20 0.67 -7.47
H 0.18 0.41 -5.75
H -2.65 0.57 -6.93
H -1.86 1.86 -6.00
H -1.71 0.37 -4.26
C 5.61 -6.72 -4.47
C 6.99 -6.87 -5.08
O 7.05 -6.19 -6.32
H 4.84 -7.12 -5.14
H 5.54 -7.25 -3.51
H 5.36 -5.67 -4.30
H 7.21 -7.93 -5.26
H 7.75 -6.47 -4.41
H 6.86 -5.26 -6.15
C -5.57 -6.59 1.20
C -5.31 -5.52 0.16
O -4.00 -4.99 0.32
H -5.47 -6.18 2.21
H -6.58 -7.01 1.10
H -4.84 -7.40 1.11
H -6.03 -4.70 0.26
H -5.40 -5.93 -0.85
H -3.38 -5.72 0.21
C 6.86 -5.59 0.68
C 5.55 -4.83 0.62
O 5.44 -3.95 1.74
H 6.92 -6.16 1.61
H 6.95 -6.27 -0.16
H 7.71 -4.90 0.68
H 4.70 -5.52 0.65
H 5.48 -4.24 -0.30
H 6.18 -3.34 1.70
C 1.11 -6.08 6.87
C 1.20 -5.85 5.37
O 1.08 -4.46 5.09
H 0.16 -5.71 7.26
H 1.19 -7.15 7.10
H 1.91 -5.55 7.39
H 0.39 -6.37 4.86
H 2.15 -6.21 4.98
H 1.80 -4.01 5.54
C 1.01 13.88 2.05
C -0.11 13.47 2.98
O 0.42 13.05 4.23
H 1.70 13.05 1.89
H 0.61 14.20 1.08
H 1.59 14.70 2.48
H -0.68 12.64 2.56
H -0.80 14.30 3.15
H 0.91 13.80 4.61
```

Summary:
Structure (SMILES): CCP(C)c1c(CN)cc(B(O)O)c2c1N(CCCCn1cccc1)c1c(cc(P(O)O)c(S(=O)(=O)F)c1S)S2.CCO.CCO.CCO.CCO.CCO.CCO.CCO



(2)
ORCA calculation (the ωB97M-V functional and the def2-TZVPD basis) on a structure of composition C38H73BeCl2KLiN2O7S in a non-equilibrium geometry.

```
126
C38H73BeCl2KLiN2O7S, DFT the ωB97M-V functional and the def2-TZVPD basis
C 4.04 -4.19 0.07
C 3.92 -2.62 0.16
C 5.27 -2.02 0.69
C 5.53 -0.53 0.28
C 4.29 0.43 0.39
C 4.15 1.13 1.79
C 3.20 2.38 1.70
C 1.85 2.28 2.50
C 1.24 0.85 2.63
C -0.10 1.02 3.49
C -1.43 0.68 2.69
C -2.44 -0.07 3.65
C -2.69 -1.52 3.04
C -3.74 -1.48 1.88
C -3.07 -1.53 0.45
C -4.15 -1.54 -0.70
C -3.49 -1.93 -2.07
C -3.84 -0.97 -3.26
C -2.92 0.31 -3.23
C -3.50 1.35 -2.18
C -2.90 2.78 -2.38
C -2.00 3.27 -1.18
C -0.52 2.79 -1.36
C -0.35 1.31 -0.83
C 1.05 0.73 -1.31
H 3.00 -4.59 0.13
H 4.56 -4.50 -0.90
H 4.66 -4.52 0.93
H 3.12 -2.32 0.89
H 3.63 -2.14 -0.80
H 6.09 -2.62 0.21
H 5.42 -2.15 1.79
H 6.36 -0.15 0.92
H 5.90 -0.45 -0.78
H 3.32 -0.03 0.08
H 4.47 1.26 -0.34
H 5.18 1.53 2.01
H 3.91 0.43 2.62
H 3.03 2.70 0.64
H 3.77 3.24 2.15
H 1.10 2.89 1.92
H 1.94 2.81 3.48
H 1.03 0.38 1.64
H 1.87 0.13 3.21
H -0.17 2.11 3.78
H -0.03 0.46 4.45
H -1.95 1.66 2.47
H -2.05 -0.21 4.69
H -3.44 0.42 3.73
H -3.05 -2.27 3.83
H -1.67 -1.88 2.71
H -4.38 -2.41 1.94
H -4.39 -0.58 1.95
H -2.35 -0.69 0.32
H -2.54 -2.53 0.41
H -4.69 -0.57 -0.71
H -4.91 -2.32 -0.40
H -3.89 -2.94 -2.35
H -2.38 -1.96 -1.96
H -4.89 -0.61 -3.25
H -3.66 -1.50 -4.22
H -1.88 0.00 -2.97
H -2.87 0.85 -4.21
H -3.21 0.95 -1.17
H -4.61 1.31 -2.24
H -3.73 3.52 -2.49
H -2.29 2.84 -3.31
H -2.35 2.87 -0.19
H -2.00 4.38 -1.18
H -0.20 2.82 -2.43
H 0.22 3.41 -0.78
H -0.35 1.31 0.29
H -1.17 0.63 -1.15
H 1.84 1.43 -0.97
H 1.09 0.59 -2.41
H 1.16 -0.28 -0.84
K 4.31 -5.81 -2.34
Cl 0.80 -5.59 -4.78
C 0.78 -5.89 -6.53
C 1.96 -6.72 -6.98
Cl 3.49 -5.82 -6.85
H 0.74 -4.93 -7.04
H -0.15 -6.43 -6.75
H 1.84 -7.00 -8.03
H 2.06 -7.63 -6.39
O 1.70 4.51 -8.47
S 1.90 5.12 -7.19
O 3.13 4.96 -6.47
O 0.68 4.71 -6.22
C 0.41 3.32 -6.01
C 1.45 2.67 -5.12
C 1.54 6.84 -7.30
H 0.34 2.80 -6.97
H -0.57 3.26 -5.54
H 2.43 2.66 -5.59
H 1.17 1.63 -4.90
H 1.55 3.21 -4.18
H 0.58 6.98 -7.81
H 2.34 7.31 -7.87
H 1.50 7.26 -6.30
C -2.28 1.46 8.64
C -2.68 1.73 7.34
C -1.99 2.66 6.58
C -0.88 3.31 7.11
C -0.48 3.04 8.41
C -1.18 2.11 9.18
H -2.83 0.73 9.23
H -3.54 1.22 6.92
H -2.31 2.88 5.56
H -0.34 4.04 6.52
H 0.38 3.54 8.83
H -0.87 1.90 10.19
C 3.64 2.95 6.15
O 3.92 1.76 6.32
O 4.13 3.69 5.26
O 2.82 3.60 6.85
Be 1.88 -7.21 -0.02
C -3.60 -6.34 1.60
O -3.41 -7.45 2.05
N -2.98 -5.89 0.47
N -4.46 -5.44 2.18
H -3.13 -4.97 0.07
H -2.35 -6.52 0.01
H -4.94 -5.73 3.02
H -4.63 -4.52 1.82
Li -2.80 -3.63 3.27
```

Summary:
Energy relative to the best compared isomer or geometry (same formula, charge and spin) (kcal per mole): 0.0
Charge: +1



Number 1: Kohn-Sham gap 6.26 eV. Number 2: Kohn-Sham gap 2.13 eV.